(1)
{"formula": "C35H30GeN6O2SY", "method": "the ωB97M-V functional and the def2-TZVPD basis", "e_tot_ha": -4343.78057, "s2": 0.757, "max_force_ev_per_a": 1.36, "homo_energy_ev": [-12.25, -12.25], "orbital_gap_ha": [0.2174, 0.1662], "multiplicity": 2, "charge": 2, "symbols": ["Y", "O", "C", "O", "C", "C", "C", "N", "C", "C", "C", "C", "C", "C", "C", "N", "C", "C", "C", "C", "C", "N", "H", "H", "H", "H", "H", "H", "H", "H", "H", "H", "N", "N", "C", "N", "S", "H", "H", "H", "H", "H", "C", "C", "C", "C", "C", "C", "Ge", "C", "C", "C", "C", "C", "C", "C", "C", "C", "C", "C", "C", "H", "H", "H", "H", "H", "H", "H", "H", "H", "H", "H", "H", "H", "H", "H"], "xyz": [[-0.89, -0.80, -0.60], [4.84, -2.34, 2.67], [4.64, -3.15, 1.75], [5.32, -3.95, 1.12], [3.18, -3.02, 1.23], [2.16, -2.62, 2.09], [0.96, -2.22, 1.56], [0.72, -2.24, 0.23], [1.67, -2.75, -0.59], [2.90, -3.16, -0.12], [1.27, -2.79, -2.02], [1.90, -3.58, -2.96], [1.44, -3.57, -4.27], [0.36, -2.77, -4.60], [-0.22, -2.01, -3.61], [0.21, -2.01, -2.34], [-0.16, -1.67, 2.38], [-0.07, -1.46, 3.74], [-1.18, -0.99, 4.42], [-2.35, -0.74, 3.73], [-2.35, -0.94, 2.36], [-1.28, -1.38, 1.69], [2.40, -2.55, 3.15], [3.68, -3.53, -0.77], [2.73, -4.21, -2.67], [1.92, -4.19, -5.02], [-0.03, -2.74, -5.61], [-1.07, -1.37, -3.83], [0.86, -1.67, 4.27], [-1.13, -0.83, 5.49], [-3.25, -0.41, 4.23], [-3.25, -0.77, 1.77], [-3.10, 0.73, -1.03], [-4.31, 0.09, -1.33], [-4.40, -1.24, -1.48], [-5.60, -1.73, -1.79], [-3.09, -2.31, -1.28], [-3.20, 1.25, -0.15], [-2.90, 1.43, -1.74], [-5.12, 0.68, -1.48], [-6.41, -1.15, -1.92], [-5.71, -2.73, -1.89], [3.05, 0.99, 3.91], [1.98, 1.89, 4.00], [1.17, 2.12, 2.90], [1.45, 1.48, 1.69], [2.53, 0.59, 1.60], [3.32, 0.34, 2.71], [0.33, 1.77, 0.14], [1.20, 1.95, -1.58], [2.57, 2.18, -1.66], [3.18, 2.29, -2.90], [2.44, 2.13, -4.07], [1.07, 1.87, -3.99], [0.46, 1.78, -2.75], [-1.30, 2.81, 0.36], [-1.71, 3.70, -0.63], [-2.90, 4.40, -0.51], [-3.71, 4.20, 0.60], [-3.32, 3.31, 1.60], [-2.12, 2.62, 1.48], [3.67, 0.80, 4.77], [1.79, 2.41, 4.93], [0.35, 2.82, 2.98], [2.74, 0.08, 0.67], [4.12, -0.39, 2.66], [3.17, 2.30, -0.76], [4.24, 2.50, -2.97], [2.92, 2.22, -5.03], [0.49, 1.76, -4.90], [-0.61, 1.61, -2.71], [-1.07, 3.88, -1.50], [-3.19, 5.11, -1.27], [-4.64, 4.75, 0.70], [-3.94, 3.18, 2.48], [-1.81, 1.95, 2.27]]}


(2)
{"formula": "C35H30I2MoNO3PS4", "method": "the ωB97M-V functional and the def2-TZVPD basis", "e_tot_ha": -4229.42917, "s2": 2.017, "max_force_ev_per_a": 0.60, "homo_energy_ev": [-12.80, -12.90], "orbital_gap_ha": [0.2419, 0.2455], "multiplicity": 3, "charge": 2, "symbols": ["Mo", "I", "C", "C", "C", "I", "C", "C", "C", "C", "N", "C", "C", "O", "H", "H", "H", "H", "C", "S", "C", "O", "H", "H", "H", "H", "H", "H", "S", "P", "S", "C", "C", "C", "C", "C", "C", "C", "C", "C", "C", "C", "C", "H", "H", "H", "H", "H", "H", "H", "H", "H", "H", "O", "S", "C", "C", "C", "C", "C", "C", "C", "C", "C", "C", "C", "C", "H", "H", "H", "H", "H", "H", "H", "H", "H", "H"], "xyz": [[-0.18, 0.42, 0.84], [-3.21, -3.70, 1.20], [-3.74, -1.72, 1.43], [-5.08, -1.38, 1.71], [-5.47, -0.08, 1.93], [-7.47, 0.32, 2.35], [-4.50, 0.97, 1.89], [-4.74, 2.32, 2.20], [-3.69, 3.20, 2.20], [-2.41, 2.76, 1.85], [-2.15, 1.52, 1.50], [-3.18, 0.62, 1.56], [-2.81, -0.72, 1.35], [-1.49, -0.92, 1.12], [-5.81, -2.17, 1.75], [-5.74, 2.64, 2.46], [-3.83, 4.24, 2.47], [-1.58, 3.45, 1.85], [3.18, -1.66, 2.42], [2.88, -0.22, 1.71], [4.05, -0.04, 0.37], [1.55, -0.35, 0.62], [3.83, -2.38, 1.94], [1.60, -2.60, 2.00], [3.10, -1.65, 3.49], [4.11, -0.98, -0.18], [5.02, 0.20, 0.82], [3.72, 0.76, -0.28], [0.01, 1.31, -1.35], [0.44, 3.12, -0.49], [0.83, 2.58, 1.45], [1.87, 3.92, -1.20], [3.00, 4.22, -0.44], [4.06, 4.89, -1.03], [3.99, 5.26, -2.36], [2.87, 4.96, -3.12], [1.80, 4.30, -2.54], [-0.94, 4.25, -0.67], [-2.17, 3.84, -1.18], [-3.20, 4.75, -1.28], [-3.02, 6.06, -0.85], [-1.79, 6.47, -0.33], [-0.75, 5.57, -0.25], [3.06, 3.93, 0.60], [4.94, 5.13, -0.44], [4.82, 5.78, -2.82], [2.82, 5.25, -4.16], [0.92, 4.08, -3.13], [-2.31, 2.82, -1.52], [-4.16, 4.45, -1.69], [-3.83, 6.77, -0.93], [-1.65, 7.49, -0.01], [0.21, 5.89, 0.13], [0.91, -3.11, 1.46], [1.68, -3.56, 0.13], [2.10, -5.24, 0.44], [1.46, -5.98, 1.42], [1.84, -7.30, 1.60], [2.83, -7.86, 0.81], [3.46, -7.10, -0.17], [3.11, -5.78, -0.36], [0.38, -3.60, -1.05], [-0.43, -4.71, -1.23], [-1.42, -4.65, -2.19], [-1.59, -3.50, -2.95], [-0.76, -2.40, -2.77], [0.24, -2.45, -1.82], [0.70, -5.53, 2.04], [1.36, -7.90, 2.37], [3.12, -8.89, 0.96], [4.24, -7.54, -0.78], [3.60, -5.18, -1.11], [-0.28, -5.61, -0.64], [-2.06, -5.51, -2.36], [-2.37, -3.47, -3.71], [-0.89, -1.52, -3.38], [0.92, -1.61, -1.68]]}


(3)
{"formula": "C35H30IrN6OS", "method": "the ωB97M-V functional and the def2-TZVPD basis", "e_tot_ha": -2257.82182, "max_force_ev_per_a": 2.97, "homo_energy_ev": [-10.63, -10.63], "orbital_gap_ha": [0.2220, 0.2222], "charge": 1, "symbols": ["Ir", "S", "C", "C", "C", "C", "C", "C", "C", "C", "C", "N", "H", "H", "H", "H", "H", "H", "N", "C", "C", "C", "C", "C", "C", "C", "C", "C", "C", "C", "C", "N", "C", "C", "C", "C", "N", "H", "H", "H", "H", "H", "H", "H", "H", "H", "H", "C", "C", "N", "C", "C", "C", "O", "C", "C", "C", "C", "N", "C", "H", "H", "H", "H", "H", "H", "H", "H", "H", "H", "H", "H", "H", "H"], "xyz": [[0.39, 0.16, 0.27], [-3.90, -1.18, 0.83], [-2.89, -2.58, 0.81], [-1.59, -2.29, 0.51], [-1.36, -0.91, 0.32], [-2.54, -0.18, 0.42], [-2.58, 1.25, 0.33], [-3.76, 2.01, 0.35], [-3.67, 3.39, 0.29], [-2.41, 3.98, 0.24], [-1.30, 3.17, 0.25], [-1.37, 1.85, 0.27], [-3.32, -3.54, 1.02], [-0.83, -3.04, 0.45], [-4.71, 1.51, 0.42], [-4.56, 3.99, 0.31], [-2.30, 5.06, 0.21], [-0.30, 3.59, 0.25], [7.42, 0.29, 7.78], [6.64, 0.31, 6.94], [5.69, 0.33, 5.89], [4.95, 1.49, 5.64], [4.02, 1.50, 4.62], [3.82, 0.37, 3.83], [4.56, -0.78, 4.09], [5.48, -0.81, 5.12], [2.81, 0.36, 2.74], [1.47, 0.26, 3.12], [1.00, 0.23, 4.48], [-0.37, 0.16, 4.43], [-0.72, 0.14, 3.09], [0.39, 0.18, 2.28], [3.27, 0.44, 1.41], [4.64, 0.60, 1.04], [4.67, 0.61, -0.34], [3.35, 0.46, -0.77], [2.49, 0.40, 0.28], [5.12, 2.37, 6.24], [3.45, 2.40, 4.42], [4.39, -1.67, 3.49], [6.03, -1.71, 5.34], [1.63, 0.23, 5.34], [-1.06, 0.14, 5.26], [-1.72, 0.11, 2.69], [5.45, 0.73, 1.73], [5.53, 0.70, -0.97], [3.02, 0.41, -1.79], [-3.84, -2.26, -2.46], [-3.53, -1.02, -3.30], [-2.80, -1.34, -4.51], [-3.48, -2.19, -5.49], [-2.92, -3.61, -5.48], [-1.59, -0.88, -4.86], [-1.06, -1.14, -5.92], [-0.85, 0.02, -3.90], [-0.40, 1.25, -4.39], [0.37, 2.04, -3.55], [0.67, 1.59, -2.28], [0.26, 0.40, -1.81], [-0.47, -0.37, -2.63], [-4.45, -1.99, -1.61], [-2.92, -2.72, -2.10], [-4.39, -3.00, -3.03], [-2.97, -0.30, -2.71], [-4.48, -0.55, -3.59], [-3.32, -1.77, -6.48], [-4.55, -2.19, -5.27], [-1.88, -3.60, -5.80], [-3.48, -4.23, -6.17], [-2.98, -4.06, -4.49], [-0.64, 1.56, -5.39], [0.74, 3.00, -3.88], [1.27, 2.19, -1.62], [-0.74, -1.35, -2.26]]}